ORCA calculation (ωB97M-V/def2-TZVPD) on a structure of composition C26H28IrN2O5PS.

Geometry as XYZ:
```
64
C26H28IrN2O5PS, DFT ωB97M-V/def2-TZVPD
Ir 0.459 0.671 1.484
O -1.018 -0.593 2.605
S 0.052 -1.138 3.517
O -0.339 -1.350 4.857
O 1.217 -0.222 3.261
C 0.623 -2.628 2.764
C 1.190 -3.611 3.554
C 1.852 -4.665 2.937
C 1.959 -4.699 1.555
C 1.367 -3.716 0.768
C 0.678 -2.670 1.371
P -0.204 -1.409 0.416
C -1.917 -1.928 0.355
C -2.422 -2.926 1.185
C -3.742 -3.321 1.045
C -4.559 -2.712 0.101
C -4.062 -1.697 -0.708
C -2.743 -1.300 -0.582
C 0.340 -1.477 -1.306
C 0.029 -2.596 -2.083
C 0.441 -2.648 -3.404
C 1.141 -1.585 -3.961
C 1.418 -0.457 -3.203
C 1.015 -0.399 -1.877
H 1.105 -3.543 4.631
H 2.300 -5.445 3.536
H 2.503 -5.501 1.075
H 1.443 -3.771 -0.308
H -1.794 -3.399 1.927
H -4.135 -4.106 1.676
H -5.587 -3.031 -0.005
H -4.703 -1.222 -1.437
H -2.342 -0.512 -1.209
H -0.535 -3.419 -1.659
H 0.210 -3.519 -4.002
H 1.459 -1.633 -4.994
H 1.944 0.377 -3.649
H 1.210 0.481 -1.286
C 5.326 1.730 -0.872
C 4.876 0.612 0.082
C 3.474 0.744 0.441
N 2.363 0.856 0.683
H 6.356 1.547 -1.169
H 5.274 2.701 -0.385
H 4.706 1.750 -1.767
H 5.466 0.620 1.000
H 5.002 -0.369 -0.380
O -1.128 1.931 0.325
C -0.568 3.007 0.722
O 0.519 3.007 1.300
C -1.278 4.321 0.445
N -2.680 4.019 -0.044
C -2.970 4.889 -1.249
C -1.843 5.914 -1.242
C -0.653 5.119 -0.703
H -1.313 4.913 1.357
H -3.374 4.148 0.691
H -2.661 3.013 -0.263
H -3.959 5.330 -1.161
H -2.941 4.264 -2.138
H -2.081 6.738 -0.566
H -1.665 6.327 -2.231
H 0.161 5.748 -0.354
H -0.266 4.441 -1.467
```

Values from the calculation:
* total charge: +2
* total energy: -2336.6256 a.u.
* HOMO level: -14.430 eV
* molecular weight: 703.777 g/mol
* maximum force: 3.30 eV/A
* HOMO-LUMO gap: 7.77 eV
* energy above the lowest of the compared OMol25 structures with the same formula, charge and spin: 40.1 kcal per mole


ORCA calculation (ωB97M-V/def2-TZVPD) on a structure of composition C26H28IrN7O4S3.

Geometry as XYZ:
```
69
C26H28IrN7O4S3, DFT ωB97M-V/def2-TZVPD
Ir -0.314 0.180 -0.896
C -0.237 2.760 0.966
N -0.719 2.571 -0.430
C -2.160 2.856 -0.526
C -2.972 1.611 -0.686
N -2.403 0.745 -1.733
C -2.301 1.456 -3.039
C -3.137 -0.503 -1.922
C -4.484 -0.649 -1.643
C -5.141 -1.820 -2.002
C -4.448 -2.830 -2.648
C -3.087 -2.690 -2.889
C -2.430 -1.528 -2.504
S -0.721 -1.354 -2.771
C 0.064 3.409 -1.325
C -0.256 4.743 -1.547
C 0.503 5.514 -2.413
C 1.625 4.967 -3.023
C 1.975 3.655 -2.762
C 1.181 2.868 -1.927
S 1.621 1.195 -1.694
H -0.391 3.794 1.286
H 0.818 2.517 1.025
H -0.788 2.099 1.633
H -2.338 3.496 -1.383
H -2.514 3.388 0.358
H -3.988 1.931 -0.932
H -3.002 1.032 0.235
H -3.242 1.973 -3.252
H -2.106 0.740 -3.829
H -1.484 2.178 -3.029
H -5.044 0.147 -1.169
H -6.199 -1.925 -1.800
H -4.965 -3.728 -2.963
H -2.518 -3.485 -3.357
H -1.103 5.195 -1.044
H 0.223 6.542 -2.599
H 2.226 5.560 -3.702
H 2.859 3.214 -3.208
C 0.968 -0.171 5.182
C -0.035 -0.752 4.256
N -1.104 -1.388 4.593
N -1.737 -1.646 3.420
C -1.093 -1.162 2.354
S -1.716 -1.204 0.763
N 0.018 -0.610 2.880
N 1.005 0.052 2.152
H 0.584 -0.256 6.194
H 1.131 0.883 4.949
H 1.922 -0.697 5.123
H -2.594 -2.170 3.403
H 1.796 0.229 2.757
H 1.301 -0.550 1.372
O 0.980 -3.182 -1.353
C 1.529 -2.455 -0.584
O 1.211 -1.207 -0.223
C 2.745 -2.924 0.182
C 3.852 -2.084 0.285
C 4.937 -2.465 1.054
C 4.884 -3.673 1.727
C 3.789 -4.511 1.644
C 2.712 -4.134 0.860
N 6.043 -4.082 2.553
O 6.012 -5.189 3.053
O 6.950 -3.281 2.681
H 3.860 -1.143 -0.251
H 5.815 -1.844 1.155
H 3.791 -5.439 2.197
H 1.842 -4.771 0.765
```

Values from the calculation:
* total charge: +1
* total energy: -2990.3821 a.u.
* HOMO level (alpha / beta): -10.530 / -10.510 eV
* molecular weight: 790.973 g/mol
* maximum force: 2.40 eV/A
* HOMO-LUMO gap (alpha / beta): 6.30 / 5.30 eV
* multiplicity: 2
* energy above the lowest of the compared OMol25 structures with the same formula, charge and spin: 74.5 kcal per mole


ORCA calculation (ωB97M-V/def2-TZVPD) on a structure of composition C26H28N11O2SSeSnTe4.

Geometry as XYZ:
```
74
C26H28N11O2SSeSnTe4, DFT ωB97M-V/def2-TZVPD
Sn 1.113 -1.667 -0.131
N -4.759 4.139 -3.951
C -3.919 3.291 -3.214
C -4.077 1.910 -3.282
C -3.270 1.073 -2.529
C -2.304 1.613 -1.696
C -2.131 2.989 -1.629
C -2.939 3.825 -2.376
S -1.266 0.555 -0.729
O -1.708 0.621 0.647
O -1.368 -0.755 -1.371
N 0.199 1.128 -0.807
C 0.839 0.877 -2.002
N 1.411 -0.340 -2.132
C 1.842 -0.713 -3.336
C 1.829 0.166 -4.402
C 1.373 1.443 -4.134
N 0.877 1.810 -2.955
H -5.149 3.705 -4.773
H -4.340 5.028 -4.180
H -4.824 1.486 -3.943
H -3.366 -0.002 -2.605
H -1.336 3.388 -1.013
H -2.800 4.899 -2.331
H 2.217 -1.729 -3.417
H 2.152 -0.142 -5.384
H 1.384 2.212 -4.901
N 4.845 0.039 1.565
C 4.881 0.961 0.547
C 4.146 0.422 -0.463
N 3.663 -0.808 -0.089
C 4.101 -1.006 1.134
C 3.710 -2.168 1.916
N 3.069 -3.181 1.387
C 2.761 -4.014 2.432
C 3.225 -3.491 3.601
N 3.846 -2.313 3.260
H 5.215 0.172 2.489
H 5.410 1.894 0.636
H 3.932 0.836 -1.434
H 2.223 -4.933 2.271
H 3.170 -3.834 4.619
H 4.148 -1.608 3.910
Te 1.289 -3.996 -1.907
Te 0.485 -4.727 -5.385
Te -1.053 -4.053 -7.490
Te -0.646 -3.134 -3.566
C 1.956 2.671 1.407
N 0.696 2.469 2.084
C -0.407 3.290 1.975
C -1.399 2.710 2.674
N -0.889 1.551 3.216
C -1.691 0.537 3.867
C 0.403 1.403 2.853
Se 1.578 0.039 3.324
H 1.814 3.422 0.633
H 2.253 1.739 0.936
H 2.727 2.985 2.113
H -0.390 4.187 1.384
H -2.431 2.985 2.793
H -2.199 0.958 4.734
H -1.029 -0.265 4.184
H -2.413 0.142 3.153
C -3.390 -3.024 2.672
C -3.511 -2.943 1.296
C -2.357 -2.890 0.526
N -1.135 -2.911 1.056
C -1.028 -2.980 2.381
C -2.120 -3.048 3.230
H -4.270 -3.068 3.302
H -4.479 -2.921 0.815
H -2.403 -2.832 -0.553
H -0.018 -2.965 2.781
H -1.973 -3.107 4.301
```

Values from the calculation:
* total charge: -1
* total energy: -5846.5359 a.u.
* HOMO level: -2.446 eV
* molecular weight: 1266.723 g/mol
* maximum force: 1.04 eV/A
* HOMO-LUMO gap: 3.95 eV
* energy above the lowest of the compared OMol25 structures with the same formula, charge and spin: 25.9 kcal per mole


ORCA calculation (ωB97M-V/def2-TZVPD) on an isolated molecule of C26H28N4O3.

Geometry as XYZ:
```
61
C26H28N4O3, DFT ωB97M-V/def2-TZVPD
C -2.335 2.468 -3.977
H -3.210 2.960 -4.398
O -2.834 1.408 -3.198
C -1.951 0.609 -2.540
C -2.512 -0.417 -1.774
C -1.712 -1.282 -1.062
C -0.328 -1.135 -1.092
C 0.231 -0.116 -1.849
C -0.569 0.750 -2.576
H -0.100 1.526 -3.160
H 1.305 -0.002 -1.889
N 0.506 -2.008 -0.352
C 1.382 -2.863 -0.934
O 2.121 -3.590 -0.299
C 1.396 -2.873 -2.432
N 0.241 -2.834 -3.088
C 0.290 -2.897 -4.407
C 1.500 -2.988 -5.085
N 2.654 -3.038 -4.436
C 2.606 -2.994 -3.116
H 3.546 -3.051 -2.584
H 1.554 -3.028 -6.164
H -0.661 -2.874 -4.920
C 0.397 -2.077 1.104
C 1.703 -1.753 1.791
C 2.624 -0.873 1.236
C 3.788 -0.555 1.915
C 4.038 -1.102 3.161
C 3.122 -1.975 3.722
C 1.963 -2.299 3.042
H 1.251 -2.983 3.479
H 3.314 -2.410 4.692
H 4.947 -0.853 3.689
H 4.501 0.121 1.466
H 2.453 -0.454 0.254
H 0.094 -3.094 1.383
C -0.679 -1.114 1.643
O -1.695 -1.517 2.163
N -0.360 0.184 1.512
H 0.530 0.436 1.109
C -1.200 1.266 1.981
C -1.540 2.216 0.833
C -2.428 3.352 1.332
C -1.743 4.111 2.464
C -1.399 3.162 3.609
C -0.508 2.027 3.113
H -0.283 1.338 3.929
H 0.437 2.435 2.746
H -2.319 2.743 4.021
H -0.891 3.708 4.406
H -2.397 4.907 2.826
H -0.828 4.575 2.090
H -2.654 4.032 0.508
H -3.372 2.937 1.692
H -2.044 1.661 0.039
H -0.614 2.626 0.422
H -2.114 0.796 2.357
H -2.155 -2.075 -0.482
H -3.585 -0.517 -1.762
H -1.698 2.105 -4.791
H -1.775 3.185 -3.368
```

Values from the calculation:
* total charge: 0
* total energy: -1452.3387 a.u.
* HOMO level: -8.357 eV
* molecular weight: 444.535 g/mol
* maximum force: 0.79 eV/A
* HOMO-LUMO gap: 8.58 eV
* energy above the lowest of the compared OMol25 structures with the same formula, charge and spin: 50.1 kcal per mole